[1]
Entry from the Open Molecules 2025 dataset: C3H2N2O2 as an isolated structure (ωB97M-V/def2-TZVPD).

Each line ends with the Mulliken charge.
Positions of all 9 atoms, in Å:
1 N 0.85 0.90 1.98  -0.42
2 C 0.09 0.17 1.41  0.74
3 O 0.40 0.77 -0.79  -0.59
4 C -0.03 -0.09 -1.56  0.19
5 O -0.74 -1.13 -1.28  -0.39
6 C -0.88 -0.72 1.17  -0.05
7 N -1.42 -1.37 0.28  -0.23
8 H 1.53 1.44 1.45  0.35
9 H 0.18 -0.02 -2.64  0.40

The calculation puts the LUMO energy (spin up / spin down) at -1.04 / -1.04 eV. The value obtained for the relative energy (zero: lowest compared OMol25 entry of this formula, charge and spin) is 4.516 eV. Its highest occupied orbital energy (spin up / spin down) is -9.29 / -9.29 eV. Its calculated total energy is -10213.673 eV. As for the net charge: 0. For the HOMO-LUMO gap (spin up / spin down), the calculation gives 8.25 / 8.25 eV. For the largest force on an atom, the calculation gives 0.89 eV Å⁻¹.

[2]
Entry from the Open Molecules 2025 dataset: a 2-piece molecular cluster, C2H6N3O overall in a non-equilibrium geometry (ωB97M-V/def2-TZVPD).

Each line ends with the Mulliken charge.
Positions of all 12 atoms, in Å:
1 C -2.01 -0.15 0.71  0.09
2 C -0.85 0.67 -0.89  -0.26
3 N -1.83 0.93 0.10  -0.28
4 N -0.39 -0.67 -0.66  0.12
5 N 1.34 -0.44 0.46  -0.59
6 O -1.18 -1.16 0.23  -0.09
7 H -2.68 -0.37 1.52  0.42
8 H -1.32 0.67 -1.89  0.32
9 H -0.07 1.44 -0.95  0.32
10 H 2.01 -0.08 -0.21  0.32
11 H 1.55 -1.41 0.66  0.32
12 H 1.29 0.13 1.30  0.31

The calculation puts the LUMO energy (spin up / spin down) at -6.23 / -6.23 eV. The value obtained for the relative energy (zero: lowest compared OMol25 entry of this formula, charge and spin) is 4.799 eV. Its highest occupied orbital energy (spin up / spin down) is -15.58 / -15.58 eV. Its calculated total energy is -8678.418 eV. As for the net charge: +1. For the HOMO-LUMO gap (spin up / spin down), the calculation gives 9.35 / 9.35 eV. For the largest force on an atom, the calculation gives 1.49 eV Å⁻¹.

[3]
Entry from the Open Molecules 2025 dataset: a 11-piece molecular cluster, C38H97F2N5O27P4 overall in a non-equilibrium geometry (ωB97M-V/def2-TZVPD).

Each line ends with the Mulliken charge.
Positions of all 173 atoms, in Å:
1 O 4.42 -4.45 -3.03  -0.51
2 C 3.42 -4.87 -2.56  0.60
3 O 3.33 -5.76 -1.55  -0.40
4 C 1.92 -5.92 -1.21  0.07
5 C 1.29 -5.59 -2.55  0.24
6 F 0.04 -5.03 -2.34  -0.18
7 O 2.17 -4.64 -3.09  -0.26
8 H 1.76 -6.89 -0.77  0.29
9 H 1.74 -5.09 -0.52  -0.06
10 H 1.12 -6.39 -3.27  0.26
11 O -0.23 3.18 3.42  -0.44
12 C 0.31 4.21 3.27  0.35
13 O 1.15 4.49 2.23  0.14
14 C 1.56 5.84 2.32  -0.53
15 C 1.19 6.29 3.74  0.21
16 F 0.48 7.43 3.88  -0.34
17 O 0.27 5.25 4.12  -0.36
18 H 2.61 6.05 2.08  0.41
19 H 1.04 6.50 1.62  0.29
20 H 2.01 6.25 4.46  0.27
21 C -6.68 -2.26 0.54  -0.68
22 O -6.19 -0.98 0.11  -0.42
23 P -4.65 -0.73 -0.13  1.25
24 O -4.41 0.51 -0.85  -0.74
25 O -4.12 -0.80 1.37  -0.43
26 C -2.78 -0.41 1.58  0.37
27 O -4.11 -2.08 -0.79  -0.30
28 C -3.32 -2.01 -1.97  -0.27
29 H -7.24 -2.69 -0.29  0.28
30 H -7.23 -2.25 1.47  0.28
31 H -5.85 -2.97 0.67  0.21
32 H -2.58 0.66 1.70  0.38
33 H -2.06 -0.73 0.81  -0.52
34 H -2.38 -0.89 2.47  0.07
35 H -3.73 -2.74 -2.68  0.51
36 H -2.29 -2.26 -1.75  -0.13
37 H -3.36 -1.05 -2.49  0.07
38 C 3.21 4.03 -0.81  -0.62
39 O 3.05 2.61 -0.72  0.31
40 P 4.26 1.61 -0.90  0.48
41 O 5.41 2.23 -1.55  -0.83
42 O 4.48 1.14 0.61  -0.25
43 C 4.85 2.09 1.60  -0.36
44 O 3.69 0.28 -1.49  0.38
45 C 4.63 -0.71 -1.99  -0.80
46 H 3.27 4.41 0.22  -0.26
47 H 2.37 4.50 -1.31  0.19
48 H 4.16 4.26 -1.30  0.54
49 H 5.92 2.09 1.80  0.30
50 H 4.28 1.89 2.50  0.01
51 H 4.60 3.11 1.28  0.16
52 H 5.37 -0.93 -1.22  0.33
53 H 5.16 -0.23 -2.82  0.34
54 H 4.12 -1.59 -2.36  0.20
55 C -2.89 -4.44 -8.18  -0.73
56 O -2.32 -3.25 -7.65  -0.31
57 P -3.20 -2.39 -6.66  0.72
58 O -3.89 -3.17 -5.63  -0.65
59 O -2.13 -1.34 -6.13  -0.13
60 C -1.98 -1.24 -4.72  -0.50
61 O -4.11 -1.55 -7.63  -0.34
62 C -5.21 -0.81 -7.06  -0.56
63 H -3.87 -4.69 -7.76  0.32
64 H -2.16 -5.24 -8.08  0.25
65 H -3.13 -4.35 -9.25  0.28
66 H -2.91 -0.98 -4.21  0.27
67 H -1.32 -0.45 -4.36  0.21
68 H -1.70 -2.19 -4.26  0.35
69 H -5.27 0.13 -7.59  0.24
70 H -5.19 -0.76 -5.97  0.24
71 H -6.09 -1.43 -7.28  0.25
72 C -3.25 -2.54 8.07  -0.57
73 O -2.51 -1.33 8.28  -0.38
74 P -0.95 -1.39 7.95  0.63
75 O -0.26 -2.38 8.77  -0.72
76 O -0.99 -1.61 6.39  0.13
77 C 0.26 -1.65 5.65  0.44
78 O -0.56 0.12 8.15  -0.15
79 C -0.36 0.65 9.46  -0.73
80 H -3.21 -3.14 8.98  0.23
81 H -2.76 -3.13 7.30  0.24
82 H -4.28 -2.30 7.86  0.24
83 H -0.07 -1.90 4.65  -0.56
84 H 1.01 -2.29 6.11  0.42
85 H 0.65 -0.63 5.68  0.00
86 H -0.63 -0.04 10.27  0.37
87 H -1.00 1.52 9.55  0.29
88 H 0.71 0.81 9.61  0.23
89 C -0.89 3.89 -1.66  -0.12
90 O -1.05 3.67 -3.01  -0.32
91 C -2.32 3.13 -3.21  -0.12
92 C -2.69 2.87 -4.65  0.41
93 C -3.15 4.20 -5.30  -1.53
94 N -3.76 1.87 -4.78  -0.37
95 H -0.99 2.95 -1.11  0.08
96 H -1.60 4.60 -1.20  0.45
97 H 0.08 4.26 -1.33  -0.15
98 H -2.43 2.10 -2.80  -0.09
99 H -3.13 3.62 -2.66  0.42
100 H -1.81 2.54 -5.22  -0.08
101 H -3.44 4.06 -6.34  0.42
102 H -2.41 4.98 -5.13  0.37
103 H -4.01 4.53 -4.69  0.35
104 H -4.30 2.07 -5.60  0.24
105 H -4.39 1.99 -3.99  0.24
106 C 2.96 1.76 5.36  -0.90
107 O 2.59 2.41 6.55  -0.43
108 C 2.23 3.76 6.33  -0.31
109 C 2.65 4.55 7.55  0.00
110 C 1.79 4.17 8.78  -1.20
111 N 2.44 5.99 7.23  -0.69
112 H 3.30 0.75 5.59  0.46
113 H 3.87 2.20 4.93  0.46
114 H 2.09 1.66 4.71  0.26
115 H 2.79 4.14 5.47  0.27
116 H 1.15 3.86 6.16  0.23
117 H 3.70 4.37 7.79  0.37
118 H 1.84 3.10 8.94  0.21
119 H 0.77 4.48 8.53  0.30
120 H 2.09 4.85 9.58  0.42
121 H 2.74 6.49 8.06  0.29
122 H 1.44 6.14 7.12  0.27
123 C 0.50 -0.01 2.37  -0.36
124 O 0.13 0.12 1.02  0.26
125 C 0.90 -0.66 0.15  -1.40
126 C 0.18 -0.78 -1.18  3.69
127 C 0.87 -1.65 -2.18  -0.54
128 N -0.19 0.53 -1.69  0.77
129 H 0.11 -0.99 2.70  -0.38
130 H -0.03 0.68 3.02  0.52
131 H 1.57 0.00 2.57  0.25
132 H 1.96 -0.36 0.16  0.45
133 H 0.98 -1.66 0.63  -0.01
134 H -0.79 -1.20 -0.88  -2.39
135 H 1.30 -2.57 -1.79  -0.29
136 H 1.75 -1.14 -2.60  -0.30
137 H 0.24 -1.85 -3.05  0.03
138 H -0.73 1.00 -0.97  0.12
139 H 0.62 1.14 -1.80  -0.45
140 C 2.18 2.08 -4.02  0.18
141 O 2.69 2.20 -5.32  -0.50
142 C 2.22 1.22 -6.21  -0.64
143 C 2.85 1.41 -7.56  0.48
144 C 2.56 2.85 -8.09  -1.14
145 N 2.40 0.31 -8.41  -0.66
146 H 2.64 2.77 -3.33  0.03
147 H 2.45 1.08 -3.61  -0.05
148 H 1.09 2.16 -3.94  0.13
149 H 2.38 0.22 -5.78  0.41
150 H 1.12 1.26 -6.28  0.06
151 H 3.93 1.34 -7.40  0.30
152 H 3.52 3.36 -8.02  0.26
153 H 1.79 3.27 -7.45  0.22
154 H 2.30 2.92 -9.15  0.41
155 H 2.66 0.48 -9.37  0.26
156 H 1.40 0.19 -8.36  0.21
157 C 0.97 -7.32 3.53  -0.78
158 O 0.01 -6.30 3.41  -0.39
159 C 0.19 -5.60 2.20  -0.40
160 C -1.06 -4.78 1.89  0.04
161 C -0.98 -4.13 0.52  -0.38
162 N -1.26 -3.68 2.85  -0.46
163 H 0.80 -8.12 2.80  0.30
164 H 0.78 -7.83 4.48  0.31
165 H 1.97 -6.91 3.48  0.31
166 H 1.06 -4.92 2.23  0.30
167 H 0.33 -6.28 1.35  0.27
168 H -1.90 -5.47 1.98  0.55
169 H -0.82 -4.86 -0.27  0.42
170 H -0.19 -3.37 0.57  -0.44
171 H -1.92 -3.63 0.30  0.09
172 H -0.44 -3.06 2.80  -0.31
173 H -1.12 -4.07 3.79  0.30

The calculation puts the LUMO energy at 0.26 eV. Its highest occupied orbital energy is -8.86 eV. Its calculated total energy is -146307.920 eV. As for the net charge: 0. For the HOMO-LUMO gap, the calculation gives 9.12 eV. For the largest force on an atom, the calculation gives 3.19 eV Å⁻¹. Its SMILES is O=C1OC[C@@H](F)O1.O=C1OC[C@@H](F)O1.COP(=O)(OC)OC.COP(=O)(OC)OC.COP(=O)(OC)OC.COP(=O)(OC)OC.COC[C@H](C)N.COC[C@H](C)N.COC[C@H](C)N.COC[C@H](C)N.COC[C@H](C)N.

[4]
Entry from the Open Molecules 2025 dataset: a 2-piece molecular cluster, C6H19N3 overall in a non-equilibrium geometry (ωB97M-V/def2-TZVPD).

Each line ends with the Mulliken charge.
Positions of all 28 atoms, in Å:
1 C 5.00 0.03 -0.36  -0.82
2 C -3.47 -0.25 -0.42  -0.84
3 C -2.15 1.83 -0.25  -0.88
4 C -0.85 -0.05 1.54  -1.15
5 C -1.04 -1.83 -0.15  -1.00
6 C 2.66 0.02 0.11  -0.04
7 N 3.68 0.53 -0.44  0.01
8 N -2.11 0.31 -0.52  -0.30
9 N -0.96 -0.38 0.13  0.15
10 H 5.30 -1.02 -0.08  0.35
11 H 5.59 0.36 -1.28  0.33
12 H 5.73 0.52 0.35  0.36
13 H -3.61 -1.30 -0.25  0.38
14 H -3.94 0.15 0.45  0.37
15 H -4.04 -0.03 -1.32  0.39
16 H -2.64 2.36 -1.08  0.32
17 H -2.60 1.84 0.72  0.46
18 H -1.25 2.26 -0.18  0.38
19 H -0.23 -0.83 2.08  0.40
20 H -0.39 0.88 1.61  0.36
21 H -1.85 -0.20 1.99  0.43
22 H -1.66 -2.31 0.53  0.44
23 H -1.55 -1.73 -1.21  0.39
24 H 0.01 -2.25 -0.16  0.25
25 H 2.88 -0.58 0.97  0.31
26 H 1.67 0.31 -0.13  0.19
27 H -1.81 0.15 -1.57  0.47
28 H 3.64 1.24 -1.08  0.28

The calculation puts the LUMO energy at -8.11 eV. Its highest occupied orbital energy is -17.07 eV. Its calculated total energy is -10980.433 eV. As for the net charge: +2. For the HOMO-LUMO gap, the calculation gives 8.97 eV. For the largest force on an atom, the calculation gives 5.72 eV Å⁻¹.